{"formula": "C5H8N", "method": "ωB97M-V/def2-TZVPD", "elements": ["N", "H", "C", "H", "C", "H", "C", "H", "C", "H", "H", "C", "H", "H"], "coordinates": [[0.730, -1.604, 1.010], [0.233, 2.835, -2.658], [-0.738, -1.432, 0.973], [1.344, -1.310, 1.805], [-0.356, 2.414, -1.778], [0.899, 1.054, 1.160], [0.059, 1.617, -0.879], [-1.359, -2.228, 0.684], [0.398, 0.791, 0.100], [0.087, -1.083, -1.047], [-1.430, 2.761, -1.584], [0.109, -0.724, 0.038], [-1.254, -0.785, 1.724], [1.278, -2.306, 0.453]], "e_homo_ev": -13.79, "smiles": "C=C=C[C@@H]1C[NH2+]1", "orbital_gap_ev": 10.29, "energy_ha": -249.68654, "total_charge": 1, "relative_energy_kcal_mol": 87.0}



{"formula": "C43H36N4O2OsPSi", "method": "ωB97M-V/def2-TZVPD", "elements": ["H", "C", "C", "C", "C", "C", "H", "H", "C", "C", "C", "H", "H", "H", "H", "C", "C", "H", "C", "C", "H", "H", "C", "C", "C", "C", "N", "C", "C", "C", "H", "H", "C", "P", "C", "H", "H", "H", "C", "N", "C", "H", "C", "H", "C", "C", "H", "N", "C", "C", "H", "H", "H", "C", "N", "H", "O", "C", "C", "H", "H", "H", "C", "C", "H", "Os", "C", "H", "H", "H", "C", "H", "C", "C", "H", "H", "H", "O", "C", "H", "C", "H", "C", "C", "C", "Si", "C", "H"], "coordinates": [[3.338, 5.612, -4.682], [-1.871, 5.522, 3.826], [-0.183, -4.362, -3.318], [3.081, -1.326, -3.365], [-2.314, 5.248, 5.114], [-1.726, -3.082, -1.971], [1.467, 2.786, 2.151], [2.556, -1.602, 6.548], [2.850, 0.160, 5.358], [-1.949, 4.064, 5.738], [2.122, -0.927, 5.820], [2.868, 1.867, 4.073], [-1.923, -2.257, -1.298], [2.194, -4.139, -1.356], [0.021, -1.865, -4.732], [3.049, 3.524, -4.286], [1.738, -1.693, -3.448], [-2.149, 6.449, 3.343], [2.902, 4.878, -4.018], [-3.651, -0.087, 3.269], [-2.943, 1.886, 2.876], [0.255, -1.981, 5.726], [3.752, -0.889, -4.495], [-0.438, -3.291, -2.458], [2.813, -0.807, 1.394], [1.189, 1.985, -1.421], [2.243, -1.384, 0.310], [-2.800, 0.828, 2.685], [1.782, 2.996, -2.312], [2.287, 1.021, 4.427], [4.134, -0.943, 3.043], [1.074, 4.667, -1.172], [-0.694, 3.408, 3.777], [0.880, -2.187, -1.939], [4.095, -2.753, 1.846], [-4.457, 0.256, 3.903], [-0.758, -0.439, 4.123], [4.810, -3.294, 2.451], [3.546, -3.350, 0.738], [-0.053, 1.268, 0.225], [-2.447, -1.853, 2.197], [-2.941, 5.961, 5.632], [-1.142, 3.150, 5.074], [-1.012, -6.047, -4.345], [1.740, -1.144, -5.790], [2.610, -2.643, -0.023], [-1.445, 2.438, 1.202], [0.392, 2.339, -0.429], [-1.209, -5.217, -3.679], [0.260, -0.264, 4.445], [3.813, -4.355, 0.444], [3.597, 3.200, -5.162], [-4.125, -2.178, 3.478], [-0.837, 1.545, 1.388], [2.025, -3.170, -1.137], [-2.290, 3.854, 6.743], [1.444, 0.732, -1.636], [0.830, -1.139, 5.360], [0.983, 0.828, 3.954], [3.853, 0.340, 5.725], [-3.755, -3.770, -1.973], [4.796, -0.612, -4.429], [-3.468, -1.446, 3.027], [2.492, 2.583, -3.436], [2.499, 0.205, 1.602], [0.486, -0.509, -0.407], [2.192, 5.291, -2.898], [3.606, -1.383, -2.419], [2.596, 1.525, -3.641], [3.604, -0.457, -6.591], [-2.753, -3.936, -2.346], [2.076, 6.346, -2.689], [-2.494, -5.001, -3.194], [-1.583, -0.931, 1.600], [0.813, -4.514, -3.720], [-0.857, 2.229, 5.570], [1.217, -1.070, -6.734], [-0.626, -1.486, 0.805], [3.080, -0.798, -5.708], [-0.728, 4.831, 2.157], [-1.741, 0.441, 1.854], [-2.279, -2.900, 1.982], [1.631, 4.355, -2.046], [1.067, -1.594, -4.663], [3.729, -1.449, 2.181], [0.312, 2.163, 2.837], [-1.069, 4.607, 3.163], [-3.296, -5.667, -3.485]], "e_homo_ev": [-10.33, -10.35], "orbital_gap_ev": [6.70, 6.06], "energy_ha": -2751.08405, "total_charge": 1, "relative_energy_kcal_mol": 56.0}



{"formula": "C31H32N3PPt", "method": "ωB97M-V/def2-TZVPD", "elements": ["H", "H", "H", "C", "C", "H", "C", "C", "H", "H", "H", "H", "C", "H", "H", "H", "C", "H", "H", "C", "H", "C", "H", "P", "C", "C", "C", "C", "N", "C", "H", "C", "H", "C", "H", "H", "C", "C", "H", "H", "C", "H", "N", "C", "C", "N", "C", "C", "H", "C", "C", "C", "Pt", "C", "H", "H", "H", "H", "C", "H", "H", "C", "H", "H", "C", "H", "C", "C"], "coordinates": [[-1.516, -1.081, 5.576], [2.787, -0.697, 3.366], [1.695, 1.723, -4.883], [3.493, -1.228, 2.728], [-3.333, -0.842, -2.053], [-0.552, -0.806, 3.288], [-0.872, -1.848, 5.155], [-0.370, 0.950, -4.903], [-4.084, -2.031, 1.075], [5.193, -0.152, 3.475], [5.988, -3.122, 0.423], [3.575, -3.579, 0.250], [-4.072, -1.458, -1.043], [1.759, -3.152, -1.117], [2.167, 3.668, 2.789], [-3.715, -0.737, -3.077], [-0.315, -1.689, 3.881], [1.486, -4.585, 3.711], [-0.174, -7.140, 1.146], [-2.277, -1.056, 0.503], [1.477, 3.083, 1.264], [-3.548, -1.565, 0.249], [2.881, -0.084, -0.899], [1.229, -2.467, 1.706], [-1.382, 0.437, -4.097], [0.821, -3.824, 4.123], [0.531, -2.675, 3.361], [1.405, -5.272, -1.241], [0.512, -1.120, 1.225], [5.288, -2.586, 1.069], [-2.339, 0.113, -4.491], [0.273, -6.278, 0.651], [-0.500, 1.017, -5.975], [4.853, -0.922, 2.782], [1.942, 1.409, -2.481], [0.965, -7.381, -1.068], [-0.591, -2.985, 5.911], [-1.148, 0.246, -2.721], [2.947, 2.358, 1.913], [1.031, 0.819, 2.418], [-2.037, -0.383, -1.752], [1.843, -5.354, -2.237], [0.063, 0.607, -2.211], [1.382, -4.033, -0.597], [3.021, -2.206, 1.840], [-1.510, -0.540, -0.490], [2.386, 0.718, -0.306], [5.752, -1.624, 1.973], [-1.815, -1.074, 1.487], [0.252, -3.971, 5.391], [1.977, 2.774, 2.183], [0.844, 1.334, -4.335], [0.483, 0.088, -0.196], [0.210, -5.035, 1.271], [-1.013, -3.119, 6.909], [-0.340, -4.926, 2.205], [6.816, -1.411, 2.053], [-5.058, -1.862, -1.240], [0.910, -3.944, 0.724], [2.888, 0.827, 0.668], [0.111, 2.141, 3.092], [1.126, 1.768, 2.951], [0.468, -4.875, 5.956], [2.494, 1.676, -0.835], [1.018, 1.151, -2.976], [1.536, 1.561, 3.946], [3.924, -2.853, 0.979], [0.896, -6.402, -0.595]], "e_homo_ev": [-4.51, -7.59], "multiplicity": 3, "orbital_gap_ev": [4.76, 6.83], "s2": 2.02, "energy_ha": -1825.33052, "total_charge": 0, "relative_energy_kcal_mol": 0.0}



{"formula": "C3H10N2O", "method": "ωB97M-V/def2-TZVPD", "elements": ["H", "H", "N", "H", "H", "H", "H", "H", "C", "O", "N", "H", "C", "C", "H", "H"], "coordinates": [[1.955, -1.892, -1.072], [-2.510, -1.518, 0.564], [-1.818, -0.857, 0.902], [1.165, 2.094, -0.895], [1.315, -2.432, 0.181], [-0.057, 1.440, -1.974], [-1.046, -1.338, 1.349], [-2.192, 0.632, -0.552], [0.124, 1.768, -0.949], [2.095, -2.542, -0.372], [0.787, 0.256, 0.877], [0.554, 0.282, 1.865], [-0.156, 0.638, -0.008], [-1.468, 0.150, 0.103], [1.698, 0.656, 0.689], [-0.446, 2.663, -0.707]], "e_homo_ev": [-13.72, -14.82], "multiplicity": 2, "orbital_gap_ev": [10.04, 8.22], "s2": 0.76, "energy_ha": -304.77321, "total_charge": 1, "relative_energy_kcal_mol": 7.6}



{"formula": "C24H60BF4N4Na3O8", "method": "ωB97M-V/def2-TZVPD", "elements": ["O", "H", "H", "H", "H", "H", "O", "H", "C", "H", "O", "C", "N", "H", "H", "H", "H", "O", "H", "H", "C", "F", "B", "C", "H", "F", "C", "F", "C", "C", "C", "C", "C", "C", "N", "C", "H", "H", "C", "O", "H", "H", "N", "H", "N", "H", "C", "Na", "H", "H", "O", "H", "H", "H", "H", "H", "H", "H", "H", "C", "H", "H", "H", "C", "H", "H", "H", "H", "H", "Na", "H", "H", "C", "C", "H", "H", "H", "H", "H", "Na", "C", "H", "C", "H", "H", "H", "H", "H", "O", "C", "C", "H", "H", "H", "H", "F", "H", "H", "H", "H", "O", "C", "C", "H"], "coordinates": [[4.342, -0.544, 3.714], [3.735, -6.932, 0.548], [-4.343, 3.955, -2.197], [-2.726, 1.641, -1.677], [-2.258, 3.891, -3.839], [4.074, 1.729, 2.630], [-0.281, -3.839, 2.198], [2.861, 3.953, 2.716], [-1.656, 0.735, 2.300], [-2.931, 6.199, -1.053], [0.865, -2.494, -3.613], [-2.609, 1.784, 1.596], [-3.429, 2.212, -2.123], [0.041, -1.271, 2.173], [-1.386, -5.494, 1.606], [4.436, -0.030, 1.026], [3.387, -2.182, -0.033], [-2.282, 5.700, -2.975], [2.854, -3.984, -3.660], [-3.538, -1.121, -1.164], [3.275, -4.209, 0.370], [0.444, 1.060, -2.303], [-0.112, 0.612, -1.133], [-3.217, 4.156, 2.033], [0.218, -5.835, 2.053], [0.483, -0.599, -0.759], [-2.089, 6.418, -1.709], [-1.467, 0.542, -1.356], [3.343, -0.744, 2.711], [2.425, -3.925, -2.660], [-2.214, 4.276, -2.820], [1.888, 3.493, 2.543], [2.108, 1.956, 2.515], [3.508, 0.265, 1.516], [3.398, 1.664, 1.882], [-1.109, -2.915, 1.478], [-0.702, -2.873, 0.468], [-1.163, 6.198, -1.177], [2.747, -6.558, 0.816], [-4.690, -0.718, -2.899], [0.590, -4.487, -3.496], [2.623, -4.896, -2.208], [3.202, -2.948, -1.885], [-3.450, 2.152, -4.248], [-1.698, -0.487, 1.484], [-3.529, 1.280, 1.300], [-4.554, -0.858, -1.457], [2.383, -0.663, -2.508], [-1.247, -0.258, 0.610], [4.156, -3.277, -1.919], [1.435, 3.903, 1.244], [-1.127, -2.950, -4.189], [3.896, -2.295, 4.772], [-5.224, -1.614, -1.048], [0.034, -4.962, 0.513], [-4.951, 2.095, -3.460], [2.338, -0.670, 3.128], [-4.833, 0.055, -0.932], [-2.778, -0.198, -3.258], [-3.938, 1.700, -3.384], [-1.309, -1.696, 3.200], [1.724, -2.690, -0.238], [-4.035, 4.110, 1.314], [4.078, -1.230, 4.916], [-1.977, 0.631, 3.337], [2.844, -6.332, 1.878], [4.812, -1.182, 5.721], [-3.413, 4.726, 2.941], [2.015, 1.630, 3.551], [2.667, 2.519, -0.409], [1.954, 5.941, 1.352], [0.489, -3.615, -1.949], [2.756, -2.966, -0.451], [1.003, -3.667, -2.909], [-2.132, 7.482, -1.944], [3.472, -1.727, 2.259], [-2.150, -3.238, 1.489], [-2.333, 4.570, 1.548], [0.267, 5.704, 1.685], [1.345, 2.449, -4.346], [-3.329, 3.654, -1.933], [2.751, 0.104, 0.749], [-0.375, -5.096, 1.514], [-0.433, -1.619, -4.944], [-0.800, -1.524, -3.199], [3.192, -3.960, 1.428], [-2.082, 2.211, 0.743], [-1.229, 4.030, -2.425], [2.467, -5.363, 0.117], [-3.758, 0.177, -3.551], [1.091, 5.335, 1.075], [1.262, 1.499, 2.001], [4.315, -4.449, 0.150], [-0.624, 1.084, 2.325], [2.002, -7.319, 0.584], [0.127, 1.626, -0.232], [1.149, 3.840, 3.265], [0.820, 5.487, 0.031], [3.164, -0.814, 5.339], [-3.166, 3.818, -0.868], [-2.891, 2.845, 2.533], [-0.407, -2.155, -3.995], [-1.002, -1.587, 2.160], [-3.876, -0.042, -4.612]], "e_homo_ev": -11.96, "orbital_gap_ev": 3.40, "energy_ha": -2682.16720, "total_charge": 2, "relative_energy_kcal_mol": 0.0}



{"formula": "C4H2LiLuO2", "method": "ωB97M-V/def2-TZVPD", "elements": ["H", "C", "Lu", "H", "Li", "O", "C", "O", "C", "C"], "coordinates": [[-0.794, 1.242, -1.788], [0.412, -0.468, -0.552], [-0.197, -2.454, -1.782], [1.872, 1.066, 2.223], [-1.261, -0.166, 1.120], [-0.101, 0.496, 2.449], [0.992, 0.607, 1.738], [-1.242, -0.697, -2.342], [1.061, 0.202, 0.434], [-0.742, 0.172, -1.499]], "e_homo_ev": [-10.99, -10.80], "multiplicity": 2, "orbital_gap_ev": [4.91, 4.66], "s2": 0.79, "energy_ha": -1546.73622, "total_charge": 1, "relative_energy_kcal_mol": 8.4}